Entry from the Open Molecules 2025 dataset: a molecular structure, C42H67ClF3InNO16 (ωB97M-V/def2-TZVPD).

**F_max**: 1.72 eV Å⁻¹
**Highest occupied orbital energy**: -4.10 eV
**Energy**: -104740.0447 eV
**Net charge**: -1

Each line ends with the Löwdin charge.
CARTESIAN COORDINATES (ANGSTROEM)
C 0.58042 6.45123 2.18113  -0.1824
C -0.02475 5.31089 2.58732  -0.2588
In 1.09501 3.38574 2.45740  0.8096
C 1.27477 2.35016 4.41382  -0.2722
C 0.01812 2.48674 5.26537  -0.3915
N 0.01372 1.55602 6.41161  0.0067
C 3.17886 3.88637 1.78702  -0.2539
C 4.22515 2.83261 2.22313  -0.1782
C 5.28773 3.37945 3.13393  -0.6107
F 5.73842 4.60460 2.81331  0.1196
F 4.87885 3.43473 4.41996  0.1202
F 6.39089 2.55888 3.15634  0.0658
C 0.28188 1.88207 0.98861  -0.3267
C -0.95692 2.32490 0.29837  -0.7585
C -2.15422 2.47021 1.25597  -0.1459
Cl -1.45348 1.06554 -1.01636  0.4759
H 1.05358 6.46368 1.20023  0.0213
H 0.68837 7.33784 2.81033  0.0220
H -1.00855 5.36252 3.06336  -0.0013
H 2.13377 2.70498 4.98919  0.0249
H 1.45523 1.28860 4.21374  0.0326
H 0.00210 3.49500 5.68521  0.0933
H -0.86443 2.30572 4.63652  0.0789
H -0.28802 0.64151 6.10003  0.0309
H -0.63535 1.86930 7.12512  0.0081
H 3.16053 3.95371 0.69785  0.0246
H 3.42069 4.88633 2.14662  0.0248
H 3.72545 2.03482 2.77354  0.0993
H 4.71663 2.43561 1.33535  0.1089
H 1.06639 1.67155 0.25557  0.0289
H 0.11371 0.94200 1.52221  0.0408
H -0.83271 3.26005 -0.24012  0.0783
H -3.00138 1.90830 0.86586  0.0408
H -1.91819 2.11915 2.25766  0.0578
H -2.47226 3.51298 1.27147  0.0674
O 1.09779 -2.03762 5.28188  0.1275
C -0.08270 -2.19488 5.20529  -0.4786
O -0.95648 -1.16321 5.06279  -0.0012
C -2.30719 -1.65064 5.10838  -0.1430
C -2.21882 -3.12368 4.73293  -0.1756
C -0.85033 -3.50432 5.28489  -0.0690
H -2.69470 -1.49508 6.11871  0.1273
H -2.91009 -1.07533 4.40934  0.1263
H -3.03887 -3.71241 5.12645  0.1010
H -2.21771 -3.22986 3.65131  0.1105
H -0.89800 -3.81376 6.33051  0.1298
H -0.35885 -4.27143 4.69398  0.1231
O 10.04290 -2.19408 4.81299  0.1172
C 9.77436 -1.11063 4.38583  -0.4873
O 9.79476 -0.82549 3.05942  0.0220
C 9.53746 0.57377 2.85113  -0.1562
C 8.80700 1.04155 4.09947  -0.1590
C 9.41142 0.13666 5.17146  -0.0709
H 10.49572 1.08310 2.71645  0.1250
H 8.94387 0.69900 1.94812  0.1115
H 8.92610 2.10480 4.29238  0.1179
H 7.74315 0.83842 4.00317  0.1084
H 10.32577 0.55406 5.59717  0.1279
H 8.71022 -0.10367 5.96512  0.1262
O -5.20424 -0.23350 -3.30952  0.1202
C -4.47408 -0.05441 -4.23722  -0.4804
O -4.91835 -0.11080 -5.52475  0.0110
C -3.81579 0.03307 -6.43385  -0.1716
C -2.72690 0.73570 -5.63777  -0.1458
C -2.98081 0.21601 -4.22213  -0.0851
H -3.50795 -0.96191 -6.76648  0.1232
H -4.14100 0.60886 -7.29859  0.1136
H -1.72691 0.53485 -6.01520  0.1181
H -2.88540 1.81447 -5.66527  0.1201
H -2.45767 -0.72172 -4.03002  0.1331
H -2.72177 0.94687 -3.46133  0.0667
O -2.39437 -0.02844 -9.73778  0.1179
C -3.51758 -0.04817 -10.14640  -0.5036
O -4.20313 1.06926 -10.48345  0.0232
C -5.55904 0.73258 -10.83465  -0.1490
C -5.51768 -0.73854 -11.22498  -0.1530
C -4.40092 -1.26879 -10.33050  -0.0742
H -6.19418 0.91358 -9.96486  0.1268
H -5.88393 1.37941 -11.64573  0.1231
H -6.47087 -1.24674 -11.09764  0.1079
H -5.22500 -0.83564 -12.27127  0.1211
H -4.77152 -1.58041 -9.35195  0.1275
H -3.84110 -2.07720 -10.79300  0.1184
O -2.30934 2.09726 8.46157  0.1154
C -1.69459 2.69038 9.29880  -0.4884
O -0.43943 2.34942 9.66079  0.0282
C 0.00901 3.16711 10.74925  -0.1541
C -0.85323 4.42198 10.68793  -0.1554
C -2.16435 3.87255 10.12868  -0.0740
H -0.13343 2.61133 11.67959  0.1238
H 1.06899 3.37100 10.62083  0.1265
H -0.95038 4.92328 11.64932  0.1109
H -0.42233 5.13107 9.98031  0.1192
H -2.82724 3.50348 10.91294  0.1272
H -2.69128 4.58964 9.50600  0.1240
O -7.37270 -3.74952 -11.89737  0.1189
C -6.43832 -4.48906 -11.98247  -0.4903
O -5.42672 -4.28654 -12.86226  0.0161
C -4.49795 -5.38376 -12.81467  -0.1550
C -4.70462 -6.02252 -11.44719  -0.1525
C -6.19085 -5.76686 -11.20266  -0.0728
H -4.73184 -6.06820 -13.63292  0.1256
H -3.49125 -4.99865 -12.95654  0.1242
H -4.42023 -7.07211 -11.41765  0.1149
H -4.11334 -5.49316 -10.69886  0.1172
H -6.81973 -6.55389 -11.62132  0.1309
H -6.42795 -5.62420 -10.15248  0.1256
O -2.95074 -5.68625 3.73489  0.1180
C -3.99001 -5.65388 3.14627  -0.4778
O -4.54415 -4.49488 2.71755  0.0236
C -5.83528 -4.74030 2.13743  -0.1492
C -5.81589 -6.20885 1.73176  -0.1543
C -4.90013 -6.81663 2.79337  -0.0724
H -6.59729 -4.52740 2.89048  0.1263
H -5.97605 -4.06692 1.29603  0.1279
H -6.80800 -6.65365 1.68828  0.1129
H -5.35660 -6.31371 0.74813  0.1180
H -5.44694 -7.11244 3.69004  0.1297
H -4.31899 -7.65532 2.42146  0.1234
O 7.94759 1.11778 -4.47871  0.1206
C 8.27289 1.20190 -3.33201  -0.4918
O 7.47962 1.74668 -2.38119  0.0318
C 8.17463 1.81047 -1.12375  -0.1528
C 9.27115 0.75529 -1.22271  -0.1633
C 9.59351 0.77750 -2.71450  -0.0783
H 8.57697 2.81881 -1.00390  0.1279
H 7.46837 1.61958 -0.31922  0.1209
H 10.12560 0.95820 -0.57962  0.1095
H 8.87095 -0.22180 -0.94854  0.1204
H 10.34719 1.52670 -2.96187  0.1286
H 9.89771 -0.19274 -3.09620  0.1226

Forces on atoms 1 to 6 (eV/Å):
C -0.18 -0.58 0.37
C -0.47 -0.17 -1.47
In 0.05 -0.05 -0.31
C -0.20 0.21 -0.12
C 0.44 -0.53 0.18
N 0.14 0.29 0.12